No. 1
{
  "formula": "C2H3FO2PPm",
  "method": "ωB97M-V/def2-TZVPD",
  "elements": ["H", "P", "O", "F", "Pm", "C", "H", "H", "O", "C"],
  "positions_angstrom": [[-0.03939, -0.57037, -2.05890], [0.36182, 0.80148, -2.13976], [-1.28648, -0.33314, 1.26946], [-1.30848, 2.92850, -1.64062], [-1.18812, 1.54164, 0.08559], [-0.16008, -1.04163, 1.31468], [-0.13174, -1.93111, 1.95960], [1.84679, -1.28647, 0.55509], [0.94472, 0.54547, -0.00797], [0.96097, -0.65438, 0.66283]],
  "forces_ev_per_a": [[0.1, 0.1, -0.3], [0.4, -1.5, 2.2], [-0.4, 0.7, -0.2], [-0.7, 0.1, 1.4], [1.1, 0.1, -1.8], [1.0, -0.5, 0.0], [-0.1, 0.2, -0.3], [-0.2, 0.4, 0.2], [-0.8, 0.9, -1.2], [-0.5, -0.6, -0.1]],
  "s2": 6.015,
  "multiplicity": 5,
  "e_lumo_ev": [-1.1, -1.0],
  "homo_lumo_gap_ev": [6.489, 6.556],
  "homo_ev": [-7.58, -7.59]
}

***

No. 2
{
  "formula": "C2H3FO2S",
  "method": "ωB97M-V/def2-TZVPD",
  "elements": ["H", "C", "H", "F", "C", "H", "S", "O", "O"],
  "positions_angstrom": [[0.88778, -0.42932, -1.06726], [-0.64032, 0.57435, -0.22556], [-1.48765, 0.92127, 0.41407], [0.90664, 2.69544, -1.62735], [0.38567, -0.21445, -0.13875], [0.95638, -0.62758, 0.65465], [-0.94743, 1.22603, -1.96435], [-0.54570, 0.19946, -2.87115], [-2.22339, 1.82425, -2.14010]],
  "forces_ev_per_a": [[0.2, 0.2, -0.4], [-2.2, 1.5, -0.3], [1.3, -0.2, -0.3], [-2.7, -2.0, -0.6], [1.1, -0.1, -1.2], [-0.6, -0.3, 1.3], [1.6, -1.1, 1.3], [0.7, 0.9, -0.2], [0.5, 1.0, 0.4]],
  "relative_energy_ev": 4.174,
  "e_lumo_ev": [-2.8, -2.8],
  "homo_lumo_gap_ev": [8.811, 8.812],
  "homo_ev": [-11.56, -11.57]
}

***

No. 3
{
  "formula": "C2H3FO2S",
  "method": "ωB97M-V/def2-TZVPD",
  "elements": ["C", "H", "O", "H", "F", "O", "C", "H", "S"],
  "positions_angstrom": [[-1.31297, -0.18344, -0.41112], [-1.91035, -1.02652, 0.06501], [1.94987, -1.26864, 0.83356], [-0.64093, 0.40846, 1.54102], [-0.06931, 1.72824, 0.37835], [2.08818, -0.17531, -1.41630], [-0.63828, 0.55272, 0.49473], [-1.36184, 0.07643, -1.47733], [1.89562, -0.11195, -0.00793]],
  "forces_ev_per_a": [[0.2, 0.3, 1.4], [1.1, 1.0, -1.1], [0.1, -0.3, -0.5], [-0.3, -1.2, 1.0], [0.7, 1.7, -1.6], [0.1, -0.5, -0.4], [-2.4, -1.1, -0.2], [-0.1, -0.3, 0.6], [0.6, 0.3, 0.8]],
  "relative_energy_ev": 1.560,
  "e_lumo_ev": -0.8,
  "homo_lumo_gap_ev": 9.661,
  "homo_ev": -10.42
}

***

No. 4
{
  "formula": "C2H3FS2",
  "method": "ωB97M-V/def2-TZVPD",
  "elements": ["H", "S", "H", "C", "F", "H", "S", "C"],
  "positions_angstrom": [[2.11300, 0.35627, 1.39626], [2.56690, 0.57360, 0.11639], [-1.28719, -0.88203, 0.94181], [-0.44365, 0.01478, -0.72541], [-2.58609, 0.39897, 0.08042], [-0.27174, 0.78012, -1.41001], [1.34343, -1.00475, -0.45966], [-1.43466, -0.23696, 0.06018]],
  "forces_ev_per_a": [[0.7, 0.7, -0.5], [-1.0, -0.9, 1.0], [-0.4, -0.1, -0.7], [4.0, -1.7, 0.1], [-0.9, 0.5, -0.4], [-0.2, 0.9, -1.2], [-2.7, 1.7, -0.7], [0.5, -1.1, 2.4]],
  "smiles": "F/C=C/SS",
  "relative_energy_ev": 1.081,
  "e_lumo_ev": 0.3,
  "homo_lumo_gap_ev": 9.730,
  "homo_ev": -9.38
}

***

No. 5
{
  "formula": "C2H3FSi",
  "method": "ωB97M-V/def2-TZVPD",
  "elements": ["C", "Si", "C", "F", "H", "H", "H"],
  "positions_angstrom": [[-0.84063, 0.04070, 0.15794], [0.80684, -0.55404, 0.08931], [-0.13731, 1.12500, -0.04851], [-2.36485, -0.26807, 0.05295], [-0.41440, 2.15722, -0.26611], [1.26983, -1.32407, -1.06401], [1.68052, -1.17674, 1.07842]],
  "forces_ev_per_a": [[-4.7, -1.1, -0.4], [0.2, 0.1, -0.6], [0.0, -0.6, 0.2], [4.1, 1.1, 0.5], [0.5, -0.2, 0.0], [-0.1, 0.3, -0.6], [-0.1, 0.5, 0.9]],
  "smiles": "FC1=C[SiH2]1",
  "relative_energy_ev": 3.027,
  "e_lumo_ev": 0.3,
  "homo_lumo_gap_ev": 11.037,
  "homo_ev": -10.73
}

***

No. 6
{
  "formula": "C2H3Fe",
  "method": "ωB97M-V/def2-TZVPD",
  "elements": ["C", "C", "H", "H", "H", "Fe"],
  "positions_angstrom": [[-0.06590, -0.59386, -0.13243], [-0.62317, 0.59557, -0.16728], [-0.48283, -1.59919, 0.01171], [-1.67051, 0.86627, 0.02581], [1.57094, -0.63960, -0.04178], [1.27148, 1.37081, 0.30395]],
  "forces_ev_per_a": [[1.3, 1.7, 0.4], [0.6, -2.2, 0.7], [0.7, 0.2, -0.2], [0.5, 0.4, -0.5], [-2.9, 0.4, -0.2], [-0.1, -0.5, -0.2]],
  "s2": 12.006,
  "charge": 1,
  "multiplicity": 7,
  "e_lumo_ev": [-5.1, -8.0],
  "homo_lumo_gap_ev": [8.266, 8.899],
  "homo_ev": [-13.36, -16.90]
}

***

No. 7
{
  "formula": "C2H3FeO",
  "method": "ωB97M-V/def2-TZVPD",
  "elements": ["C", "H", "H", "C", "H", "Fe", "O"],
  "positions_angstrom": [[0.37309, -1.13424, 0.41455], [-1.59742, -0.78628, 0.36431], [0.31553, 1.47799, 0.69966], [-0.67002, -0.37707, -0.08369], [-1.22526, -0.02082, -0.96697], [2.24260, 0.14153, -0.60796], [0.56148, 0.69889, 0.18011]],
  "forces_ev_per_a": [[1.7, -0.5, 0.3], [-0.9, 0.7, 2.0], [-0.5, 1.1, 1.3], [-2.2, 0.1, -1.4], [1.0, 0.0, -1.3], [1.9, 0.1, -0.9], [-1.0, -1.5, 0.0]],
  "s2": 12.013,
  "charge": 3,
  "multiplicity": 7,
  "e_lumo_ev": [-19.2, -21.6],
  "homo_lumo_gap_ev": [7.959, 8.284],
  "homo_ev": [-27.19, -29.87]
}

***

No. 8
{
  "formula": "C2H3I2N",
  "method": "ωB97M-V/def2-TZVPD",
  "elements": ["H", "N", "C", "I", "I", "C", "H", "H"],
  "positions_angstrom": [[0.67735, 1.51879, -1.66263], [0.88412, 0.66754, -1.10232], [0.23663, -0.72699, 0.63615], [-1.49396, -2.02804, 0.07191], [-1.54015, 1.91001, 0.14762], [0.06334, 0.54535, -0.16453], [1.01643, -1.40697, 0.41132], [0.15624, -0.47970, 1.66249]],
  "forces_ev_per_a": [[0.4, -0.6, 0.3], [-0.4, 1.5, -0.9], [-2.9, 0.5, -0.2], [0.6, 0.5, 0.5], [0.2, -0.3, 0.3], [1.1, -1.5, -0.6], [1.1, 0.2, -0.5], [-0.2, -0.3, 1.2]],
  "smiles": "[H]/N=C(\\I)CI",
  "relative_energy_ev": 0.000,
  "e_lumo_ev": -0.2,
  "homo_lumo_gap_ev": 9.350,
  "homo_ev": -9.55
}

***

No. 9
{
  "formula": "C2H3I2NO",
  "method": "ωB97M-V/def2-TZVPD",
  "elements": ["H", "C", "I", "I", "H", "N", "O", "H", "C"],
  "positions_angstrom": [[1.63711, -0.31267, -1.51155], [0.58255, 0.01771, -1.45639], [1.75133, 0.13205, 1.99809], [-0.86236, -3.14669, -0.77938], [0.17354, 0.73411, -0.16611], [-1.02152, 1.02171, 1.52677], [-0.35735, -0.66153, -1.69764], [-1.89086, 1.45713, 1.11413], [-0.01244, 0.75818, 0.97206]],
  "forces_ev_per_a": [[0.2, 0.0, 0.3], [-0.4, -0.8, -1.4], [0.0, -0.1, 0.0], [0.0, -0.3, 0.1], [0.1, 0.8, 1.2], [-4.8, 2.0, 2.4], [0.3, 0.4, -0.2], [1.5, -1.0, 0.1], [3.0, -0.9, -2.4]],
  "relative_energy_ev": 4.464,
  "e_lumo_ev": [-1.2, -2.4],
  "homo_lumo_gap_ev": [8.545, 6.082],
  "homo_ev": [-9.74, -8.53]
}

***

No. 10
{
  "formula": "C2H3I3O2",
  "method": "ωB97M-V/def2-TZVPD",
  "elements": ["H", "H", "I", "O", "I", "C", "C", "O", "I", "H"],
  "positions_angstrom": [[-3.28979, 1.42710, 1.16489], [0.73250, -0.64058, 0.67212], [3.64554, -1.57262, 0.53984], [3.77654, 1.09199, -1.85070], [-3.80368, 0.07097, 0.40963], [2.26417, -0.43529, -0.72507], [3.01345, 0.77511, -1.02129], [1.00117, -0.24362, -0.17260], [2.47958, 2.33620, 0.39754], [2.27740, -1.06725, -1.55356]],
  "forces_ev_per_a": [[-0.2, -0.5, -0.3], [1.0, -0.1, -0.4], [-0.2, 0.2, 0.1], [0.5, -1.0, -0.9], [0.2, 0.5, 0.3], [-0.6, -1.6, 2.3], [-0.3, 2.9, 1.0], [0.1, 0.3, -0.8], [0.0, 0.3, 0.4], [-0.5, -0.9, -1.6]],
  "relative_energy_ev": 0.513,
  "e_lumo_ev": -0.9,
  "homo_lumo_gap_ev": 8.552,
  "homo_ev": -9.43
}

***

No. 11
{
  "formula": "C2H3IN2",
  "method": "ωB97M-V/def2-TZVPD",
  "elements": ["C", "H", "C", "H", "I", "N", "N", "H"],
  "positions_angstrom": [[-1.21693, -1.15924, 0.02986], [1.53986, 1.05749, -0.94638], [1.41188, 0.91575, 0.06141], [-1.81320, -1.98456, -0.38337], [-2.68062, 0.40811, -0.18706], [0.68650, 0.06211, 0.61094], [0.01683, -0.97622, 0.26267], [2.05567, 1.67656, 0.55194]],
  "forces_ev_per_a": [[0.1, 1.5, -0.6], [-0.1, -0.4, -2.9], [0.6, 0.8, 0.7], [1.5, -0.4, 0.8], [0.3, 0.3, 0.3], [-0.2, 0.5, 2.6], [-1.3, -1.4, -1.7], [-0.9, -0.8, 0.9]],
  "smiles": "C=N/N=C\\I",
  "relative_energy_ev": 1.292,
  "e_lumo_ev": 0.3,
  "homo_lumo_gap_ev": 9.380,
  "homo_ev": -9.04
}

***

No. 12
{
  "formula": "C2H3IN2",
  "method": "ωB97M-V/def2-TZVPD",
  "elements": ["I", "C", "C", "H", "N", "N", "H", "H"],
  "positions_angstrom": [[3.02263, -2.43326, 3.00074], [1.83504, -1.35993, 1.44775], [-0.87800, 0.33067, -0.65544], [-1.85123, 0.29490, -0.06806], [0.60414, -1.18866, 1.55598], [0.25912, -0.07357, -0.48584], [-1.09173, 1.23536, -1.36183], [2.43958, -0.78082, 0.80651]],
  "forces_ev_per_a": [[-0.7, 0.5, -0.7], [-2.2, 0.5, 1.5], [-2.8, 2.8, 0.3], [1.3, -0.9, 0.0], [1.1, -0.2, -1.8], [1.5, -1.1, 1.7], [0.9, -1.6, 0.1], [1.0, 0.1, -1.1]],
  "relative_energy_ev": 3.716,
  "e_lumo_ev": -2.3,
  "homo_lumo_gap_ev": 6.218,
  "homo_ev": -8.54
}